Version P
Here is a cluster of 2 separate species, H2O4P2 in total from the OMol25 dataset. Energies are from ωB97M-V/def2-TZVPD.

Each line ends with the Löwdin charge.
Element x y z (Å)
1 O 2.240 1.613 -1.304  -0.509
2 O 2.112 -1.798 1.286  -0.526
3 O 2.519 1.720 1.150  -0.486
4 O 2.275 -1.684 -1.216  -0.491
5 P 1.873 1.058 0.005  0.279
6 P 1.574 -1.199 0.000  0.189
7 H -0.987 1.403 -0.295  -0.368
8 H 0.278 -1.336 -0.012  -0.088

## Properties
* LUMO energy: 7.180 eV
* HOMO: 0.0292 hartree
* molar mass: 128.0 Da
* charge: -2

***

Version Q
Here is a cluster of 2 separate species, H2O4P2 in total from the OMol25 dataset. Energies are from ωB97M-V/def2-TZVPD.

Each line ends with the Löwdin charge.
Element x y z (Å)
1 O -1.095 1.929 -1.795  -0.519
2 O 3.172 -0.997 -2.090  -0.862
3 O 0.533 2.272 0.130  -0.521
4 O -0.123 -1.560 -1.633  -0.625
5 P -0.292 1.346 -0.685  0.111
6 P 0.848 -0.536 -1.194  0.533
7 H -1.164 0.605 0.178  -0.030
8 H 1.115 -0.730 0.203  -0.088

## Properties
* LUMO energy (spin up / spin down): 7.083 / 7.080 eV
* HOMO (spin up / spin down): 0.0080 / 0.0028 hartree
* molar mass: 128.0 Da
* charge: -2

***

Version R
Here is the ion H2O4P2 with charge -2 from the OMol25 dataset. Energies are from ωB97M-V/def2-TZVPD.

Each line ends with the Löwdin charge.
Element x y z (Å)
1 O 1.241 -1.993 -1.179  -0.497
2 P 0.910 -0.973 -0.188  0.088
3 O 1.608 -0.981 1.126  -0.531
4 P -1.218 -0.653 0.059  0.271
5 O -1.907 -1.879 1.002  -0.690
6 O -1.943 -0.297 -1.173  -0.554
7 H 1.332 0.211 -0.770  -0.050
8 H -1.381 0.524 1.014  -0.037

## Properties
* LUMO energy: 7.458 eV
* SMILES: O=[P@H]([O-])[P@H](=O)[O-]
* HOMO: -0.0005 hartree
* molar mass: 128.0 Da
* charge: -2

***

Which structure is most stable? version R, by 0.0619 hartree over the runner-up.

***

Version P
Here is an isolated molecule of C2H2BrClO from the OMol25 dataset. Energies are from ωB97M-V/def2-TZVPD.

Each line ends with the Löwdin charge.
Element x y z (Å)
1 Cl 2.400 0.685 0.257  0.637
2 C 0.786 0.216 0.490  -0.556
3 C -0.013 -0.303 -0.542  -0.374
4 O -1.225 -0.686 -0.368  -0.544
5 Br -2.741 0.311 0.318  0.691
6 H 0.326 0.271 1.377  0.016
7 H 0.467 -0.494 -1.532  0.129

## Properties
* LUMO energy (spin up / spin down): -1.872 / -1.873 eV
* SMILES: Cl/C=C/OBr
* HOMO (spin up / spin down): -0.3260 / -0.3259 hartree
* molar mass: 157.4 Da

***

Version Q
Here is a cluster of 2 separate species, C2H2BrClO in total from the OMol25 dataset. Energies are from ωB97M-V/def2-TZVPD.

Each line ends with the Löwdin charge.
Element x y z (Å)
1 C -0.334 -1.355 -0.098  -0.823
2 C 0.498 0.929 -0.067  -0.568
3 O 0.364 -2.073 -0.736  0.028
4 Cl -1.838 -1.334 0.450  0.781
5 Br -0.692 1.621 1.227  0.536
6 H 1.563 0.723 0.293  0.021
7 H 0.439 1.490 -1.068  0.024

## Properties
* LUMO energy (spin up / spin down): -0.406 / -0.389 eV
* HOMO (spin up / spin down): -0.3095 / -0.3105 hartree
* molar mass: 157.4 Da

***

Which structure is most stable? version P, by 0.0093 hartree over the runner-up.